Record 1
{"formula": "C10H19AsN3PdS6Sb", "method": "wB97M-V/def2-TZVPD", "total_charge": -2, "mol_weight_g_mol": 676.79, "e_homo_ev": -1.628, "homo_lumo_gap_ev": 6.0, "total_energy_ev": -151020.6742, "spin_multiplicity": 1, "species": ["Pd", "S", "Sb", "S", "S", "S", "C", "As", "C", "C", "S", "H", "H", "H", "H", "H", "H", "H", "H", "H", "N", "C", "N", "C", "C", "C", "C", "C", "H", "H", "H", "H", "H", "H", "H", "H", "H", "H", "S", "C", "N"], "xyz": [[-1.370, 1.800, -0.529], [-2.724, 3.956, 2.571], [-2.354, 1.729, 2.308], [-3.092, 0.563, 0.408], [-0.139, 1.327, 1.405], [-2.907, 0.393, 4.109], [2.370, 1.326, -1.446], [1.071, 2.347, -2.436], [0.096, 1.092, -3.519], [2.137, 3.288, -3.762], [0.080, 3.714, -1.195], [2.596, 0.398, -1.968], [1.935, 1.098, -0.474], [3.259, 1.945, -1.327], [0.841, 0.509, -4.064], [-0.554, 1.640, -4.197], [-0.500, 0.434, -2.894], [2.790, 2.593, -4.292], [2.730, 4.046, -3.252], [1.461, 3.773, -4.464], [0.815, -1.520, -1.348], [0.541, -1.974, -0.318], [0.271, -2.566, 0.838], [1.375, -2.691, 1.806], [1.130, -1.804, 3.018], [-0.176, -2.190, 3.737], [-1.140, -2.930, 2.802], [-1.088, -2.349, 1.403], [2.300, -2.426, 1.295], [1.453, -3.742, 2.107], [1.057, -0.774, 2.665], [1.988, -1.865, 3.693], [-0.677, -1.286, 4.089], [0.036, -2.815, 4.611], [-2.160, -2.822, 3.170], [-0.906, -4.002, 2.764], [-1.310, -1.281, 1.432], [-1.809, -2.825, 0.738], [-2.776, 2.525, -2.368], [-3.190, 1.141, -3.228], [-3.462, 0.224, -3.887]]}

***

Record 2
{"formula": "C10H19B2ClN2O7", "method": "wB97M-V/def2-TZVPD", "mol_weight_g_mol": 336.35, "e_homo_ev": -8.809, "homo_lumo_gap_ev": 7.4, "total_energy_ev": -41861.6548, "spin_multiplicity": 1, "species": ["C", "C", "N", "C", "C", "B", "O", "C", "C", "C", "C", "C", "N", "B", "O", "O", "C", "H", "H", "H", "H", "H", "H", "H", "H", "H", "H", "H", "H", "H", "H", "H", "H", "H", "H", "H", "O", "Cl", "O", "O", "O"], "xyz": [[-1.636, 1.066, -0.471], [-0.399, 1.861, -0.852], [0.864, 1.055, -0.816], [0.661, -0.295, -0.666], [0.648, -0.942, 0.582], [0.837, -0.158, 1.971], [0.930, 1.224, 2.035], [0.931, -0.926, 3.361], [2.429, -1.096, 3.780], [0.478, -2.310, 0.617], [0.310, -3.035, -0.582], [0.329, -2.353, -1.746], [0.499, -1.017, -1.781], [0.546, -0.355, -3.159], [1.706, -0.182, -3.835], [-0.640, 0.073, -3.662], [-0.967, -0.517, -4.935], [-1.601, 0.652, 0.542], [-1.921, 0.291, -1.198], [-2.466, 1.781, -0.479], [-0.533, 2.232, -1.877], [-0.247, 2.718, -0.189], [1.523, 1.422, -0.143], [0.015, 1.565, 2.232], [0.414, -0.272, 4.078], [0.378, -1.875, 3.372], [2.789, -2.110, 3.581], [3.027, -0.389, 3.187], [2.552, -0.859, 4.840], [0.487, -2.871, 1.546], [0.204, -4.113, -0.517], [0.212, -2.904, -2.678], [2.372, -0.835, -3.581], [-2.018, -0.827, -4.972], [-0.849, 0.230, -5.729], [-0.355, -1.405, -5.138], [-3.148, 2.882, 1.506], [-2.312, 3.108, 2.662], [-1.442, 1.934, 2.835], [-3.118, 3.282, 3.833], [-1.489, 4.269, 2.445]]}

***

Record 3
{"formula": "C10H19BF4MnN5OPS", "method": "wB97M-V/def2-TZVPD", "total_charge": 1, "s_squared": 6.35, "mol_weight_g_mol": 430.08, "e_above_lowest_kcal_mol": 8.4, "e_homo_ev": [-10.713, -10.790], "homo_lumo_gap_ev": [6.6, 7.9], "total_energy_ev": -83168.4018, "spin_multiplicity": 5, "species": ["Mn", "N", "C", "O", "C", "C", "H", "H", "H", "H", "H", "H", "F", "B", "F", "F", "F", "C", "N", "C", "N", "C", "N", "C", "P", "C", "C", "H", "H", "H", "H", "H", "H", "H", "H", "H", "H", "H", "H", "H", "S", "C", "N"], "xyz": [[1.628, 1.264, 0.033], [5.294, 1.757, -1.716], [4.175, 1.307, -1.176], [3.248, 2.086, -0.870], [3.955, -0.159, -0.938], [2.999, -0.293, 0.237], [5.387, 2.744, -1.903], [6.050, 1.142, -1.960], [4.894, -0.698, -0.785], [3.500, -0.551, -1.852], [3.434, -0.013, 1.194], [2.482, -1.247, 0.286], [-1.226, 1.655, -2.220], [0.086, 2.133, -2.207], [0.986, 0.994, -2.242], [0.357, 3.036, -3.164], [0.331, 2.673, -0.869], [-2.532, -2.679, 0.409], [-2.674, -1.663, -0.726], [-3.623, -0.543, -0.250], [-3.169, 0.021, 0.970], [-3.034, -1.003, 2.000], [-2.092, -2.051, 1.603], [-0.711, -1.564, 1.533], [-0.518, -0.211, 0.279], [-1.341, -1.109, -1.127], [-1.954, 0.824, 0.813], [-1.826, -3.440, 0.076], [-3.517, -3.123, 0.552], [-3.099, -2.122, -1.532], [-4.598, -1.015, -0.121], [-3.660, 0.203, -1.043], [-4.009, -1.460, 2.178], [-2.692, -0.542, 2.924], [-0.043, -2.397, 1.306], [-0.421, -1.177, 2.512], [-0.716, -1.937, -1.466], [-1.483, -0.412, -1.949], [-2.117, 1.610, 0.077], [-1.703, 1.304, 1.760], [1.335, 2.897, 4.410], [1.323, 2.157, 3.007], [1.294, 1.604, 1.955]]}

***

Record 4
{"formula": "C10H19BNS", "method": "wB97M-V/def2-TZVPD", "total_charge": 1, "mol_weight_g_mol": 196.15, "e_above_lowest_kcal_mol": 1.6, "e_homo_ev": -12.522, "homo_lumo_gap_ev": 8.8, "total_energy_ev": -23671.8847, "spin_multiplicity": 1, "species": ["B", "C", "C", "C", "C", "C", "C", "C", "C", "C", "C", "N", "S", "H", "H", "H", "H", "H", "H", "H", "H", "H", "H", "H", "H", "H", "H", "H", "H", "H", "H", "H"], "xyz": [[-1.423, -0.230, -0.644], [-1.742, 0.645, -1.961], [-1.104, 0.249, -3.079], [-0.243, -0.883, -3.192], [0.261, -1.446, -1.923], [-0.231, -1.241, -0.724], [0.243, -1.805, 2.659], [1.434, 1.416, -0.579], [-3.292, 1.557, 0.967], [1.492, -1.024, 2.292], [1.893, 0.428, 0.342], [1.182, -0.063, 1.273], [-2.146, 0.082, 1.061], [-2.502, 1.370, -1.968], [-1.244, 0.600, -4.055], [-0.849, -1.685, -3.560], [1.136, -2.105, -2.017], [0.223, -1.844, 0.035], [0.379, -2.794, 2.655], [0.043, -1.817, 3.787], [-0.561, -1.457, 2.108], [0.466, 1.790, -0.313], [1.987, 2.272, -0.750], [1.287, 0.828, -1.489], [-2.876, 2.197, 1.645], [-4.322, 1.320, 1.148], [-3.218, 1.961, -0.022], [2.298, -1.711, 1.935], [1.862, -0.478, 3.184], [2.926, 0.155, 0.180], [0.678, -0.753, -3.826], [0.165, 0.222, 1.192]]}

***

Record 5
{"formula": "C10H19BO5", "method": "wB97M-V/def2-TZVPD", "mol_weight_g_mol": 230.07, "e_above_lowest_kcal_mol": 45.5, "e_homo_ev": -10.031, "homo_lumo_gap_ev": 10.5, "smiles": "O=C1CCCO1.O=C1CCCO1.BOCC", "total_energy_ev": -21592.7389, "spin_multiplicity": 1, "species": ["O", "C", "C", "C", "C", "O", "H", "H", "H", "H", "H", "H", "O", "C", "C", "C", "C", "O", "H", "H", "H", "H", "H", "H", "B", "O", "C", "C", "H", "H", "H", "H", "H", "H", "H"], "xyz": [[-1.229, 0.817, -2.951], [-0.138, 1.022, -3.388], [0.359, 2.208, -4.191], [1.670, 1.703, -4.783], [2.109, 0.684, -3.735], [0.889, 0.153, -3.193], [0.508, 3.039, -3.498], [-0.389, 2.501, -4.923], [2.415, 2.477, -4.951], [1.481, 1.199, -5.731], [2.673, 1.149, -2.923], [2.685, -0.145, -4.139], [-0.938, 0.588, 6.783], [-1.477, 0.388, 5.736], [-1.122, -0.627, 4.666], [-1.884, -0.126, 3.447], [-3.069, 0.583, 4.093], [-2.571, 1.090, 5.342], [-1.473, -1.604, 5.006], [-0.044, -0.674, 4.537], [-2.187, -0.909, 2.754], [-1.273, 0.594, 2.904], [-3.894, -0.102, 4.305], [-3.449, 1.424, 3.518], [0.831, -0.276, 0.928], [1.288, -1.512, 0.679], [1.628, -1.904, -0.660], [0.446, -2.537, -1.357], [0.858, 0.102, 2.061], [0.409, 0.418, 0.045], [1.979, -1.035, -1.216], [2.455, -2.608, -0.566], [-0.343, -1.800, -1.511], [0.745, -2.924, -2.332], [0.049, -3.357, -0.757]]}

***

Record 6
{"formula": "C10H19CeN2", "method": "wB97M-V/def2-TZVPD", "total_charge": 2, "s_squared": 0.75, "mol_weight_g_mol": 307.39, "e_above_lowest_kcal_mol": 46.2, "e_homo_ev": [-16.723, -16.710], "homo_lumo_gap_ev": [7.6, 7.7], "total_energy_ev": -26569.4051, "spin_multiplicity": 2, "species": ["C", "C", "H", "H", "H", "H", "Ce", "C", "C", "C", "C", "H", "H", "H", "C", "H", "H", "N", "C", "C", "C", "N", "H", "H", "H", "H", "H", "H", "H", "H", "H", "H"], "xyz": [[-0.650, -2.555, 0.900], [-1.845, -2.529, 0.157], [-0.574, -2.114, 1.893], [0.119, -3.291, 0.665], [-1.976, -3.179, -0.726], [-2.757, -2.052, 0.524], [-0.327, -0.566, -0.615], [1.943, -1.162, -1.487], [1.115, -2.198, -2.054], [0.415, -0.164, -2.956], [1.546, 0.089, -2.101], [1.202, -3.269, -1.831], [-0.567, -2.104, -3.548], [-0.104, 0.582, -3.577], [0.156, -1.580, -2.922], [2.010, 1.059, -1.917], [2.775, -1.310, -0.800], [-1.521, 0.827, 1.421], [-1.251, 2.156, 0.806], [-0.234, 2.765, 1.732], [0.909, 1.768, 1.996], [1.318, 1.174, 0.685], [-2.092, 0.256, 0.758], [-2.185, 0.939, 2.184], [-0.780, 1.921, -0.176], [-2.138, 2.803, 0.665], [0.113, 3.732, 1.353], [-0.715, 2.919, 2.698], [1.726, 2.325, 2.483], [0.529, 0.946, 2.641], [1.678, 0.214, 0.846], [2.161, 1.599, 0.304]]}

***

Record 7
{"formula": "C10H19Cl4CoO7", "method": "wB97M-V/def2-TZVPD", "total_charge": 1, "s_squared": 3.76, "mol_weight_g_mol": 452.00, "e_homo_ev": [-11.432, -11.430], "homo_lumo_gap_ev": [4.8, 4.3], "total_energy_ev": -112718.8158, "spin_multiplicity": 4, "species": ["Co", "Cl", "C", "Cl", "Cl", "Cl", "H", "C", "O", "C", "O", "O", "C", "H", "H", "H", "H", "H", "H", "C", "O", "C", "O", "O", "C", "H", "H", "H", "H", "H", "H", "C", "C", "O", "C", "H", "H", "H", "H", "H", "H"], "xyz": [[2.857, 0.843, -1.526], [0.631, 0.662, -1.750], [-3.236, 0.905, -1.764], [-3.498, 0.895, -3.506], [-4.002, -0.482, -1.024], [-3.884, 2.415, -1.050], [-2.185, 0.942, -1.516], [-0.855, -0.352, 1.345], [-0.958, -0.328, 2.748], [-1.104, -1.498, 3.385], [-1.268, -2.555, 2.852], [-1.089, -1.231, 4.680], [-1.255, -2.347, 5.534], [0.189, -0.189, 1.060], [-1.448, 0.480, 0.968], [-1.165, -1.277, 0.865], [-0.746, -3.262, 5.236], [-2.290, -2.618, 5.747], [-0.827, -2.062, 6.496], [4.495, 4.516, -1.506], [3.490, 4.815, -0.555], [2.683, 3.845, -0.231], [2.753, 2.701, -0.677], [1.744, 4.314, 0.521], [0.701, 3.411, 0.955], [5.071, 5.402, -1.751], [4.061, 4.130, -2.431], [5.229, 3.771, -1.186], [1.062, 2.858, 1.820], [0.377, 2.686, 0.212], [-0.136, 4.053, 1.203], [-1.207, -2.529, -2.012], [-1.016, -3.875, -2.670], [-1.944, -4.483, -3.125], [0.396, -4.382, -2.882], [-0.882, -2.595, -0.972], [-2.246, -2.214, -2.057], [-0.679, -1.774, -2.598], [0.801, -4.860, -1.988], [1.056, -3.576, -3.203], [0.326, -5.153, -3.647]]}